# 1
# C5H8OS

C5H8OS in the gas phase at a distorted geometry (ωB97M-V/def2-TZVPD, the Open Molecules 2025 dataset).

CARTESIAN COORDINATES (ANGSTROEM)
S  1.9749  -1.4351  -0.0635
O  -1.3968  -1.5545  0.4427
C  0.6584  -0.1932  -0.0389
C  -0.6922  -0.7398  -0.5047
C  0.7286  1.0174  0.8775
C  -1.9996  -0.3132  -0.1152
C  1.0290  1.1706  -0.6078
H  -2.8025  -0.4640  -0.8226
H  -2.1617  0.5080  0.5489
H  -0.6299  -1.2494  -1.4724
H  -0.2066  1.3606  1.2687
H  1.4953  1.0479  1.5874
H  2.0698  1.3673  -0.9027
H  1.6406  -2.2023  1.0185
H  0.2927  1.6797  -1.2160

Values from the calculation:
**Frontier orbital gap**: 10.15 eV
**Charge**: 0



# 2
# C22H21I2N5O2RuS

A molecular structure, C22H21I2N5O2RuS at a distorted geometry (ωB97M-V/def2-TZVPD, the Open Molecules 2025 dataset).

CARTESIAN COORDINATES (ANGSTROEM)
I  3.2321  2.5096  5.8091
I  4.1451  -2.0680  1.9767
Ru  0.5909  -0.2568  -0.5955
S  2.3688  -1.5712  -1.4754
O  1.2604  -1.1113  1.1464
O  -0.4907  -2.1259  -1.0883
N  -0.5922  -0.9462  -4.2286
N  0.0206  0.5695  -2.5146
N  0.2988  -3.2002  -1.0161
N  -1.3816  0.6354  -2.1706
N  -0.5968  1.0901  0.8219
C  2.9377  -0.5386  2.7496
C  -1.1330  3.5455  -2.4854
C  -1.8990  -0.4755  -4.1798
C  -1.9444  1.0270  0.1960
C  -0.2517  -2.0460  -5.1206
C  0.8137  0.5891  2.7576
C  0.6289  1.7910  -2.9409
C  0.4346  -5.5565  -0.7737
C  -1.7783  1.5763  -1.1793
C  -2.2630  0.3433  -3.1832
C  -0.5849  0.6435  2.2272
C  2.5480  1.2483  4.2798
C  1.2669  1.4049  3.7776
C  -1.8396  2.9146  -1.4544
C  3.3815  0.2556  3.7879
C  1.6609  -0.3700  2.1646
C  -0.2934  -4.3987  -0.8222
C  0.2977  -0.5299  -3.3706
C  2.4068  -4.2703  -1.1399
C  0.0461  3.0283  -3.0386
C  1.8186  -5.4968  -0.9365
C  1.6369  -3.1059  -1.1800
H  2.4167  -6.3964  -0.9028
H  -1.3677  4.5783  -2.7008
H  4.3645  0.1044  4.2114
H  -0.2875  2.0578  0.7903
H  -2.6801  1.6027  0.7668
H  0.6144  2.1575  4.2038
H  -0.0768  -6.4944  -0.6166
H  0.6554  3.7439  -3.5788
H  1.6259  1.6333  -3.3345
H  -1.3668  -4.3569  -0.7157
H  -0.5930  -2.9908  -4.6980
H  -1.2087  1.2913  2.8489
H  -2.3968  3.5494  -0.7706
H  0.8250  -2.0943  -5.2629
H  1.3321  -0.6913  -3.6216
H  3.4753  -4.1656  -1.2642
H  -1.0082  -0.3639  2.2428
H  -0.7338  -1.8913  -6.0828
H  -3.2653  0.7247  -3.0670
H  -2.5830  -0.8176  -4.9382
H  -2.2434  -0.0228  0.1769

Values from the calculation:
**2S+1**: 2
**<S²>**: 0.778
**Frontier orbital gap (alpha / beta)**: 4.94 / 5.07 eV
**Charge**: +1



# 3
# C3H8N3O3P

A molecular structure, C3H8N3O3P at a distorted geometry (ωB97M-V/def2-TZVPD, the Open Molecules 2025 dataset).

CARTESIAN COORDINATES (ANGSTROEM)
P  -0.8072  1.5734  1.9353
O  -1.2606  0.3192  2.5987
O  0.6349  1.8408  1.8417
O  -1.6825  2.7895  2.3611
N  0.4305  -0.1285  -0.4261
N  -1.9415  -0.7112  -0.1825
N  -1.4249  1.4776  0.1880
C  0.9799  -0.9071  0.5908
C  0.7803  0.3116  -1.5784
C  -1.1409  0.2144  -0.0615
H  1.5234  -1.7909  0.2746
H  0.1138  -1.0488  1.2072
H  0.2714  1.1570  -1.9852
H  1.4714  -0.2404  -2.2116
H  -0.9253  2.0691  -0.4207
H  -1.8079  -1.6703  -0.4936
H  1.5146  -0.1556  1.1791
H  -2.5611  2.4646  2.5994

Values from the calculation:
**Frontier orbital gap**: 8.03 eV
**Charge**: 0



# 4
# C31H24N3O2PdSSeTe

A molecular structure, C31H24N3O2PdSSeTe at a distorted geometry (ωB97M-V/def2-TZVPD, the Open Molecules 2025 dataset).

CARTESIAN COORDINATES (ANGSTROEM)
Te  -1.6597  0.2597  -4.9058
Pd  0.5412  -2.4862  -0.7638
Se  2.1038  -2.9112  -2.4945
S  -0.5707  -4.4721  -0.7745
O  -0.2159  -1.9620  1.1169
O  0.0524  -3.0562  4.7383
N  0.3483  -0.2653  -1.0272
N  3.2515  -0.9208  -0.5609
N  -2.8201  -2.7265  -1.0415
C  0.5944  0.2586  1.3070
C  0.1078  0.1398  -2.4380
C  -2.5639  1.8767  -3.9082
C  2.2272  -3.7108  1.9750
C  2.2462  -6.0250  1.3364
C  2.7827  -4.7479  1.2399
C  0.6882  -1.4292  3.1835
C  1.0471  -0.4457  4.0379
C  1.3017  4.1213  -1.1787
C  -0.8837  2.7917  -0.0799
C  2.9023  -1.6724  -1.3683
C  1.1984  0.8856  3.5780
C  0.3470  -1.0971  1.8019
C  0.1400  4.8184  -0.8739
C  1.6205  1.9684  4.5096
C  0.2794  2.0948  -0.3904
C  1.1736  -6.2717  2.1817
C  0.5854  -2.8716  3.6720
C  1.1560  -3.9587  2.8288
C  -2.1564  3.1823  -4.1672
C  -1.9446  -3.4845  -0.9227
C  0.9785  1.1971  2.2172
C  -2.7878  4.2479  -3.5298
C  -0.9517  4.1545  -0.3304
C  0.6360  -5.2430  2.9420
C  -3.8173  4.0112  -2.6308
C  0.3791  0.6304  -0.1084
C  -1.0288  -0.6483  -3.0781
C  -3.5981  1.6414  -3.0038
C  -4.2184  2.7083  -2.3624
C  1.3734  2.7560  -0.9415
H  1.7892  1.6078  5.5216
H  -2.4743  5.2647  -3.7437
H  -5.0325  2.5204  -1.6698
H  2.2781  2.2021  -1.1780
H  -1.3531  3.3723  -4.8699
H  -0.1924  -5.4213  3.6192
H  2.6716  -6.8346  0.7535
H  3.6242  -4.5579  0.5929
H  0.0847  5.8849  -1.0636
H  2.5334  2.4472  4.1397
H  2.1534  4.6398  -1.6040
H  -3.9389  0.6284  -2.8125
H  1.2460  -0.6831  5.0773
H  0.7606  -7.2708  2.2550
H  1.0354  -0.0492  -2.9800
H  -0.7479  -1.6666  -3.3088
H  -0.1130  1.1945  -2.4930
H  2.6505  -2.7210  1.8896
H  1.1320  2.2203  1.8991
H  0.8559  2.7526  4.5312
H  -4.3163  4.8437  -2.1450
H  -1.8610  4.6989  -0.1027
H  -1.7382  2.2701  0.3435
H  -1.8925  -0.6815  -2.4371

Values from the calculation:
**Frontier orbital gap (alpha / beta)**: 2.70 / 2.71 eV
**Charge**: +1



# 5
# C7H15N3O2

2 unconnected molecules or ions with the total composition C7H15N3O2 at a distorted geometry (ωB97M-V/def2-TZVPD, the Open Molecules 2025 dataset).

CARTESIAN COORDINATES (ANGSTROEM)
O  -2.3937  1.5578  0.0829
O  0.4739  0.7526  -0.0004
N  -4.9129  -0.0621  -0.5762
N  -1.8580  0.3570  0.0809
N  2.6825  0.4498  -0.1590
C  1.5596  -0.1104  -0.0518
C  -0.3477  -1.4364  0.0470
C  2.7546  1.8544  -0.2253
C  -4.2834  -0.3537  0.4885
C  1.1818  -1.5076  0.1555
C  -0.6602  -0.0095  0.1214
C  3.8510  -0.3419  0.0231
H  1.5115  -2.0767  -0.7146
H  -1.7861  2.2654  -0.0905
H  -4.0510  0.3689  1.1993
H  -5.0896  -0.7943  -1.2207
H  1.7661  2.2414  -0.4220
H  -4.3073  -1.4048  0.9579
H  3.5027  2.0035  -0.9949
H  -0.9053  -1.9640  0.8543
H  1.3333  -1.7570  1.2562
H  -4.8541  0.9682  -0.8497
H  3.6230  -1.4354  0.0020
H  4.6287  -0.0493  -0.8248
H  3.0542  2.2824  0.7391
H  -0.8077  -1.7842  -0.8117
H  4.3341  -0.0139  0.9333

Values from the calculation:
**Frontier orbital gap**: 9.88 eV
**Charge**: +2



# 6
# C6H15ClNO2

2 unconnected molecules or ions with the total composition C6H15ClNO2 at a distorted geometry (ωB97M-V/def2-TZVPD, the Open Molecules 2025 dataset).

CARTESIAN COORDINATES (ANGSTROEM)
Cl  -0.0527  -3.4134  -4.3914
O  -0.1186  3.1193  -2.0026
O  1.0978  -2.1072  2.8459
N  -0.3407  -0.0963  0.1166
C  0.1465  -1.8251  1.8276
C  -0.7960  3.5644  -3.1648
C  0.6232  -3.0463  3.7904
C  -0.5032  1.7472  -1.7551
C  0.0873  1.1927  -0.4802
C  0.6672  -0.6313  1.0232
H  -0.4260  -0.7429  -0.6546
H  -0.7827  -1.5786  2.3413
H  0.7798  0.1204  1.8044
H  0.1995  -3.8989  3.2595
H  -0.4076  3.1547  -4.0973
H  -0.1181  -2.6591  1.1777
H  1.5266  -3.2324  4.3711
H  -0.1487  1.1115  -2.5665
H  -0.7812  4.6526  -3.2239
H  -1.5908  1.7294  -1.6856
H  -0.0588  -2.5755  4.4984
H  1.1289  1.0381  -0.7617
H  1.5731  -0.9560  0.5113
H  0.1635  1.9477  0.3022
H  -1.8682  3.3849  -3.0859

Values from the calculation:
**Frontier orbital gap**: 6.49 eV
**Charge**: -1



# 7
# C10H13IO6STm

A molecular structure, C10H13IO6STm at a distorted geometry (ωB97M-V/def2-TZVPD, the Open Molecules 2025 dataset).

CARTESIAN COORDINATES (ANGSTROEM)
Tm  4.6164  1.5127  2.8413
I  -3.2474  0.9902  -3.0424
S  2.4161  -1.3563  2.5129
O  4.0026  -0.5392  2.5371
O  -3.0235  -1.1087  0.6990
O  2.6267  -2.6622  2.0277
O  -3.5181  -1.0571  -1.5072
O  2.0241  -1.1501  3.8578
O  -2.4049  -0.1725  2.6662
C  -1.3817  0.7358  -1.9974
C  -1.4048  0.5911  0.6254
C  -1.7729  0.3035  -0.6270
C  1.2899  -0.4749  1.3884
C  -0.3860  -0.2249  -4.2172
C  -2.2902  -0.2455  1.5041
C  0.6771  0.7402  2.0653
C  -0.3936  1.4955  1.2391
C  -2.8565  -0.7024  -0.5651
C  -0.4762  -0.2951  -2.6874
H  -0.8355  -1.2819  -2.3996
H  0.0444  2.1565  0.4967
H  -0.8088  0.6832  -4.6341
H  0.5937  -1.2666  1.1265
H  1.4965  1.4439  2.2780
H  -0.8277  -1.1098  -4.6592
H  -0.9032  1.7126  -1.9660
H  1.8657  -0.1736  0.5132
H  0.5043  -0.1897  -2.2217
H  4.4006  -0.6775  1.6588
H  0.2550  0.4719  3.0288
H  0.6588  -0.2358  -4.5153
H  -0.9408  2.0868  1.9732

Values from the calculation:
**2S+1**: 3
**<S²>**: 2.006
**Frontier orbital gap (alpha / beta)**: 6.37 / 6.64 eV
**Charge**: +3



# 8
# C2H4BrO2S

A gas-phase ion, C2H4BrO2S (charge -1) at a distorted geometry (ωB97M-V/def2-TZVPD, the Open Molecules 2025 dataset).

CARTESIAN COORDINATES (ANGSTROEM)
Br  -1.5461  -1.3763  -1.2522
S  -1.1639  0.4239  1.2894
O  -0.2834  0.3989  2.4569
O  -0.9295  1.6990  0.5891
C  0.8443  0.1313  -0.7630
C  -0.1390  -0.7985  0.0185
H  0.3336  -1.6674  0.4595
H  1.5213  -0.2510  -1.4837
H  1.2885  0.7802  -0.0336
H  0.0744  0.6599  -1.2809

Values from the calculation:
**Frontier orbital gap**: 7.07 eV
**Charge**: -1



# 9
# C7H10O3P

A molecular structure, C7H10O3P at a distorted geometry (ωB97M-V/def2-TZVPD, the Open Molecules 2025 dataset).

CARTESIAN COORDINATES (ANGSTROEM)
P  1.6997  -1.0417  0.2826
O  2.7234  -1.9552  0.8688
O  3.1387  0.4056  -0.7545
O  3.0701  2.5294  0.0806
C  1.6036  0.7199  0.8133
C  1.2315  -1.5154  -1.5379
C  -0.0518  -1.4349  1.1061
C  2.7113  1.3432  0.0096
C  -0.0240  1.0187  0.7481
C  -0.8921  -0.2244  0.8114
C  -0.5387  2.3967  0.6237
H  0.7332  -0.6631  -2.1794
H  0.2644  3.0812  0.4356
H  -0.4486  -2.3483  0.7748
H  0.5267  -2.2177  -1.3271
H  -1.7307  -0.2385  1.3852
H  0.1124  -1.4901  2.1868
H  -1.2876  2.3771  -0.2826
H  -1.0906  2.7156  1.4733
H  2.2066  -1.8812  -2.1095
H  -1.2624  -0.3045  -0.2165

Values from the calculation:
**Frontier orbital gap**: 8.09 eV
**Charge**: -1



# 10
# H3NS2

2 unconnected molecules or ions with the total composition H3NS2 at a distorted geometry (ωB97M-V/def2-TZVPD, the Open Molecules 2025 dataset).

CARTESIAN COORDINATES (ANGSTROEM)
S  -1.3943  -0.4406  -0.2424
S  1.5360  0.0168  -0.2458
N  0.0548  0.1980  0.3320
H  -0.0585  1.8873  0.2951
H  -1.7053  -0.7083  0.9900
H  1.5673  -0.9532  -1.1289

Values from the calculation:
**Frontier orbital gap (alpha / beta)**: 7.38 / 7.66 eV
**Charge**: 0



# 11
# C5H12NS

A gas-phase ion, C5H12NS (charge -1) at a distorted geometry (ωB97M-V/def2-TZVPD, the Open Molecules 2025 dataset).

CARTESIAN COORDINATES (ANGSTROEM)
S  2.2069  1.5451  -0.9623
N  -0.0930  -1.2794  0.8194
C  -2.5730  -0.8143  0.6207
C  -2.7362  0.6138  0.0031
C  0.7206  0.0892  0.7972
C  -1.2699  -1.4808  0.0133
C  1.7227  -0.0375  -0.3216
H  -1.5258  -2.5406  0.0222
H  -2.8214  0.4377  -1.0901
H  1.0637  -0.0944  1.8115
H  1.3118  -0.6909  -1.0953
H  2.6498  -0.6396  0.0059
H  -1.9839  1.3170  0.3369
H  -3.4657  -1.3996  0.4275
H  -1.1275  -1.2128  -1.0671
H  -2.2132  -0.6242  1.6289
H  -3.7398  1.0054  0.1149
H  0.0695  0.9588  0.7601
H  0.5997  -2.0013  0.7111

Values from the calculation:
**Frontier orbital gap**: 5.97 eV
**Charge**: -1



# 12
# C3H20O7

7 unconnected molecules or ions with the total composition C3H20O7 at a distorted geometry (ωB97M-V/def2-TZVPD, the Open Molecules 2025 dataset).

CARTESIAN COORDINATES (ANGSTROEM)
O  -1.0107  -1.5961  0.0924
O  0.4414  -5.0118  -2.9697
O  2.2810  2.2973  -1.5449
O  -4.9083  -3.0571  2.1153
O  -3.8846  -7.5020  1.2647
O  1.0191  -0.1510  4.4535
O  -2.8826  2.8246  -3.2971
C  2.5391  3.0971  -0.4706
C  2.5365  4.6155  -0.7465
C  3.7642  2.5872  0.2067
H  1.3864  0.6189  4.0192
H  -4.8224  -7.6929  1.2508
H  -4.1573  -2.6337  1.6993
H  4.6978  2.8066  -0.3113
H  0.0003  -4.5904  -2.2321
H  3.7771  1.5120  0.3856
H  -3.8336  -6.5612  1.4337
H  1.5334  2.6808  -2.0092
H  -3.5010  3.4013  -2.8485
H  2.8374  5.0398  0.2113
H  1.6587  2.9826  0.1618
H  -0.8178  -0.9348  -0.5722
H  1.6862  -0.4086  5.0898
H  1.5606  5.0565  -0.9496
H  0.7919  -5.8252  -2.6067
H  -5.6686  -2.7077  1.6506
H  3.1569  4.8846  -1.6014
H  3.9509  3.1480  1.1225
H  -3.4217  2.3258  -3.9110
H  -0.7104  -1.2061  0.9133

Values from the calculation:
**Frontier orbital gap**: 10.24 eV
**Charge**: 0



Please write out number 11 again, unchanged.
# C5H12NS

A gas-phase ion, C5H12NS (charge -1) at a distorted geometry (ωB97M-V/def2-TZVPD, the Open Molecules 2025 dataset).

CARTESIAN COORDINATES (ANGSTROEM)
S  2.2069  1.5451  -0.9623
N  -0.0930  -1.2794  0.8194
C  -2.5730  -0.8143  0.6207
C  -2.7362  0.6138  0.0031
C  0.7206  0.0892  0.7972
C  -1.2699  -1.4808  0.0133
C  1.7227  -0.0375  -0.3216
H  -1.5258  -2.5406  0.0222
H  -2.8214  0.4377  -1.0901
H  1.0637  -0.0944  1.8115
H  1.3118  -0.6909  -1.0953
H  2.6498  -0.6396  0.0059
H  -1.9839  1.3170  0.3369
H  -3.4657  -1.3996  0.4275
H  -1.1275  -1.2128  -1.0671
H  -2.2132  -0.6242  1.6289
H  -3.7398  1.0054  0.1149
H  0.0695  0.9588  0.7601
H  0.5997  -2.0013  0.7111

Values from the calculation:
**Frontier orbital gap**: 5.97 eV
**Charge**: -1



Copy entry 8 word for word.
# C2H4BrO2S

A gas-phase ion, C2H4BrO2S (charge -1) at a distorted geometry (ωB97M-V/def2-TZVPD, the Open Molecules 2025 dataset).

CARTESIAN COORDINATES (ANGSTROEM)
Br  -1.5461  -1.3763  -1.2522
S  -1.1639  0.4239  1.2894
O  -0.2834  0.3989  2.4569
O  -0.9295  1.6990  0.5891
C  0.8443  0.1313  -0.7630
C  -0.1390  -0.7985  0.0185
H  0.3336  -1.6674  0.4595
H  1.5213  -0.2510  -1.4837
H  1.2885  0.7802  -0.0336
H  0.0744  0.6599  -1.2809

Values from the calculation:
**Frontier orbital gap**: 7.07 eV
**Charge**: -1